(1)
Entry from the OMol25 dataset: a 2-piece molecular cluster, C5H6ClNO2S overall (the ωB97M-V functional and the def2-TZVPD basis).

Results
HOMO (spin up / spin down) = -8.5 / -8.5 eV
relative energy (zero: lowest compared OMol25 entry of this formula, charge and spin) = 100.81 kcal per mole
LUMO (spin up / spin down) = -1.55 / -1.55 eV
total energy = -34219.343 eV
frontier orbital gap (spin up / spin down) = 6.99 / 6.98 eV

```
16
Properties=species:S:1:pos:R:3:forces:R:3:nbo_charge:R:1
C 1.592 -1.033 1.861 0.28 2.72 -0.91 0.863
C -1.131 0.517 0.905 1.30 -0.53 0.28 -0.345
C -1.016 0.288 -0.430 1.28 1.32 -0.89 -0.367
C -1.039 -1.079 -1.143 -1.56 0.48 0.89 -0.487
C 1.990 0.455 -0.125 1.06 1.42 0.60 -0.411
N 1.534 -0.058 1.124 0.22 -2.18 1.97 -0.567
O 1.592 -1.759 2.774 -0.16 -0.63 -0.22 -0.513
O -3.387 0.078 -1.829 -0.52 -0.82 0.78 -0.828
S -2.771 -0.673 -0.728 0.64 0.76 -1.74 1.306
Cl -0.865 -0.856 -2.871 0.35 -0.06 -0.27 -0.021
H -0.676 1.473 1.300 -1.30 -1.20 -0.11 0.246
H -1.289 -0.413 1.508 0.07 1.42 -0.04 0.222
H -0.754 1.161 -1.129 -0.78 -1.25 1.01 0.259
H 1.400 1.381 -0.292 0.57 -0.43 -0.12 0.200
H 3.113 0.772 -0.042 -2.02 -0.88 -0.53 0.218
H 1.707 -0.254 -0.883 0.55 -0.14 -0.71 0.224
```
Positions in Å, forces in eV/Å.

---

(2)
Entry from the OMol25 dataset: a 3-piece molecular cluster, C5H6ClNO3 overall (the ωB97M-V functional and the def2-TZVPD basis).

Results
total charge = -2
HOMO = -0.1 eV
relative energy (zero: lowest compared OMol25 entry of this formula, charge and spin) = 8.64 kcal per mole
LUMO = 5.71 eV
total energy = -25437.312 eV
frontier orbital gap = 5.83 eV

```
16
Properties=species:S:1:pos:R:3:forces:R:3:nbo_charge:R:1
Cl 1.097 1.942 1.715 0.59 -0.10 -0.29 -0.980
O -2.063 1.497 0.607 1.37 -2.35 -1.62 -0.731
C -2.814 2.463 1.033 -3.16 3.04 1.36 0.913
O -4.034 2.354 1.127 -2.73 -2.13 -0.08 -0.849
O -2.277 3.535 1.301 2.38 2.19 0.18 -0.844
H -1.324 2.079 0.414 1.69 -0.61 0.18 0.505
N 1.494 -0.309 -0.815 1.01 -1.83 1.47 -0.488
C 2.131 -1.335 -0.165 2.86 2.23 1.19 -0.071
C 1.411 -2.470 -0.193 2.97 -1.55 1.05 -0.330
C 0.362 -2.185 -0.960 -5.29 0.45 -1.72 -0.342
C 0.316 -0.831 -1.177 -0.37 1.62 -1.92 -0.043
H 1.773 0.655 -0.706 -0.51 0.10 0.39 0.452
H 3.027 -1.059 0.373 0.07 -0.32 0.05 0.195
H 1.678 -3.433 0.217 0.10 0.13 0.05 0.198
H -0.463 -2.846 -1.184 -0.07 -0.01 -0.03 0.195
H -0.314 -0.056 -1.588 -0.91 -0.86 -0.25 0.218
```
Positions in Å, forces in eV/Å.